(1)
Here is the ion C2H4N3 with charge +1 at a distorted geometry from OMol25. Energies are from the ωB97M-V functional and the def2-TZVPD basis.

Computed properties:
HOMO energy = -16.505 eV
structure (SMILES) = [H]/N=C/N=[N+]=C
DFT total energy = -6597.6459 eV
2S+1 = 1
gap between HOMO and LUMO = 9.966 eV
energy relative to the best compared isomer or geometry (same formula, charge and spin) = 368.60 kJ/mol
total charge = +1

XYZ file:
```
9
Properties=species:S:1:pos:R:3:forces:R:3:lowdin_charge:R:1
H -1.20403 -1.03759 -1.47088 1.2 -0.6 1.4 0.154
N -0.56622 -0.81404 -0.66549 -0.1 -0.1 -1.2 0.177
C 0.20731 -1.38288 0.10425 -1.9 0.2 -0.5 -0.103
N 0.78839 -0.41687 1.15141 1.0 0.3 0.5 0.200
N 0.62737 0.69965 0.79893 -0.6 -1.3 1.8 -0.008
C -0.00810 1.48803 0.08339 3.8 2.4 -3.2 0.140
H 0.41164 -2.39603 0.43513 0.2 -0.1 -0.5 0.138
H -1.02152 1.73841 0.13194 -1.5 0.3 0.7 0.109
H 0.76517 2.12131 -0.56868 -2.1 -1.2 1.0 0.193
```
Forces are in eV/Å.


(2)
Here is the molecule C3H7ClN2O at a distorted geometry from OMol25. Energies are from the ωB97M-V functional and the def2-TZVPD basis.

Computed properties:
HOMO energy = -9.904 eV
structure (SMILES) = NC(N)(Cl)[C@H]1CO1
DFT total energy = -20772.5474 eV
2S+1 = 1
gap between HOMO and LUMO = 10.780 eV
energy relative to the best compared isomer or geometry (same formula, charge and spin) = 158.23 kJ/mol
total charge = 0

XYZ file:
```
14
Properties=species:S:1:pos:R:3:forces:R:3:lowdin_charge:R:1
N -1.19522 0.18279 1.23884 0.4 -3.2 -1.0 0.030
C -0.64616 0.02163 -0.10155 -0.8 -3.2 2.0 -0.804
N -0.60150 -1.59846 -0.33354 -2.1 3.1 -0.3 0.026
Cl -1.71829 0.68246 -1.38059 -0.1 0.0 -0.2 0.643
C 0.67885 0.76563 -0.13410 -0.4 -1.3 0.7 -0.346
C 2.01518 0.23770 -0.54746 -0.3 -0.4 0.7 -0.074
O 1.18651 1.01016 -1.35689 0.8 1.6 -2.6 -0.046
H -1.29186 1.05787 1.57364 0.1 3.9 0.9 0.021
H -2.05437 -0.28123 1.53336 0.4 -0.4 -1.0 0.093
H -0.51865 -1.95591 0.62082 0.2 0.1 -0.1 0.045
H -1.64751 -1.72790 -0.55941 2.1 -0.1 0.2 0.060
H 0.68904 1.63955 0.50177 -0.1 0.1 0.5 0.140
H 2.87684 0.68432 -0.07254 0.2 0.5 -0.1 0.103
H 2.22715 -0.71861 -0.98237 -0.4 -0.7 0.3 0.108
```
Forces are in eV/Å.


(3)
Here is a structure of composition C10H30KO10 at a distorted geometry from OMol25. Energies are from the ωB97M-V functional and the def2-TZVPD basis.

Computed properties:
HOMO energy = -11.749 eV
DFT total energy = -47645.9746 eV
2S+1 = 1
gap between HOMO and LUMO = 7.331 eV
energy relative to the best compared isomer or geometry (same formula, charge and spin) = 350.63 kJ/mol
total charge = +1

XYZ file:
```
51
Properties=species:S:1:pos:R:3:forces:R:3:lowdin_charge:R:1
K -0.21461 -0.57011 -1.04692 -0.1 0.1 -0.1 0.973
C -4.38026 0.14613 4.21904 0.3 1.1 1.0 -0.270
C -4.88643 1.54978 4.11512 1.9 0.0 3.2 -0.341
O -6.01358 1.73541 3.42589 -1.9 0.5 -2.3 0.000
O -3.85214 -0.25868 2.98128 0.0 -1.0 -0.1 -0.059
H -5.11749 -0.49193 4.70637 -0.4 -0.4 -0.7 0.127
H -3.56746 0.17168 4.94485 0.3 0.2 0.2 0.117
H -4.05632 2.22046 3.89328 0.1 0.1 -0.7 0.127
H -5.11287 1.83203 5.14330 -0.1 0.0 0.4 0.126
H -5.75646 1.84550 2.50753 -0.5 -0.1 -0.3 0.101
H -3.38906 -1.04863 3.26964 0.3 -0.4 -0.8 0.078
C 1.94762 3.63047 2.90791 2.1 1.5 0.0 -0.277
C 1.63276 4.59208 4.04677 -2.0 0.2 -1.2 -0.282
O 1.89083 4.07730 5.27423 2.1 -1.1 2.4 -0.044
O 1.32080 2.44058 3.12762 -1.9 -2.4 0.5 -0.063
H 3.01722 3.42331 2.94193 0.4 0.4 -0.2 0.124
H 1.69304 4.01466 1.92015 -0.1 0.4 0.0 0.117
H 0.54969 4.66838 4.14288 -0.5 0.9 -1.3 0.120
H 2.09983 5.57181 3.94632 0.0 -0.1 -0.2 0.132
H 1.63550 3.15187 5.27651 -0.1 -0.1 0.1 0.085
H 1.90345 1.68156 3.05014 0.1 0.3 0.0 0.094
C 0.40379 -6.82472 -3.89213 1.1 0.5 -0.4 -0.166
C 1.25640 -8.07364 -3.65171 0.5 1.1 1.4 -0.241
O 0.95791 -8.46945 -2.33228 -0.3 -1.4 0.8 -0.075
O 0.97472 -5.58244 -3.23902 -0.6 -1.6 -1.3 -0.106
H -0.59980 -6.95519 -3.48728 0.1 -0.2 -0.2 0.115
H 0.38693 -6.70845 -4.97578 -0.2 0.9 0.1 0.112
H 2.32628 -7.86677 -3.67753 0.2 0.6 -0.3 0.118
H 1.20128 -8.93488 -4.31755 -1.0 0.2 0.0 0.127
H 1.25937 -7.83584 -1.67710 0.2 0.0 -0.2 0.075
H 1.30648 -5.84442 -2.37711 0.0 -0.1 0.1 0.045
C 6.18998 -1.38810 -2.28432 -0.5 -3.3 -0.1 -0.202
C 6.39781 -2.91817 -1.90654 1.0 1.0 -0.1 -0.234
O 6.53877 -3.10990 -0.52349 0.6 0.0 0.8 -0.062
O 4.98934 -0.99203 -1.65302 -0.7 1.0 -0.4 -0.082
H 6.06655 -1.52614 -3.35847 -0.5 0.9 -0.2 0.112
H 7.02444 -0.70970 -2.10665 0.0 -0.3 0.4 0.121
H 7.30300 -3.27644 -2.39682 0.3 0.1 0.3 0.119
H 5.65119 -3.64247 -2.23217 -0.7 0.7 -0.6 0.116
H 5.77590 -2.77249 -0.04833 0.0 -0.2 0.0 0.064
H 4.89660 -1.41279 -0.79514 0.3 0.1 -0.1 0.054
C -3.62813 4.55839 -2.96891 -0.6 -0.7 -0.2 -0.246
C -4.43826 5.69560 -2.43937 2.3 0.2 -1.1 -0.297
O -5.27212 5.16067 -1.46492 -0.9 0.6 0.2 -0.039
O -2.83425 3.98553 -1.90675 -0.3 0.1 -1.2 -0.070
H -3.07504 4.78098 -3.88140 0.7 0.3 0.5 0.124
H -4.41316 3.89839 -3.33799 0.1 -0.9 0.2 0.114
H -4.93198 6.15433 -3.29605 -0.5 0.1 0.1 0.129
H -3.71492 6.39632 -2.02239 -0.2 0.5 0.2 0.126
H -5.87633 5.89884 -1.35699 -0.6 -0.3 0.9 0.100
H -3.46679 3.93132 -1.18664 0.0 -0.1 0.4 0.065
```
Forces are in eV/Å.